(1)
Computed, not measured: one molecule with the formula C5H5N3S at a distorted geometry, with wB97M-V/def2-TZVPD.

Charge: 0
F_max (eV/A): 4.6
Multiplicity: 3
⟨S²⟩: 2.03
Kohn-Sham gap (alpha / beta) (eV): 5.2271 / 6.5465

Geometry (Å):
S: -2.308 -0.095 -0.102
N: -0.401 1.842 -0.052
N: 1.550 0.700 0.490
N: -0.158 -1.784 0.352
C: 0.618 1.534 0.743
C: 0.843 -1.418 -0.476
C: 1.606 -0.299 -0.417
C: -1.272 -1.343 0.676
C: -1.345 1.268 -0.647
H: 2.517 -0.288 -1.003
H: 1.199 -2.254 -1.065
H: -1.841 -1.841 1.448
H: 0.786 2.230 1.561
H: -1.796 1.747 -1.508

Here are the Mulliken charges for atoms 1 to 8, given in e:
1 S -0.069
2 N -0.426
3 N -0.388
4 N -0.344
5 C 0.007
6 C -0.177
7 C -0.127
8 C -0.141

=====

(2)
Computed, not measured: an isolated ion of composition C5H5N5 and charge +2 at a distorted geometry, with wB97M-V/def2-TZVPD.

Charge: +2
F_max (eV/A): 4.3
Kohn-Sham gap (alpha / beta) (eV): 5.5382 / 5.4721

Geometry (Å):
N: -1.081 -1.625 -0.292
N: 1.126 -2.168 0.499
N: -1.825 -0.616 -0.564
N: -1.159 1.884 -0.299
N: 0.952 1.263 0.272
C: -1.090 0.442 -0.308
C: 0.176 -1.304 0.151
C: 0.170 2.305 0.019
C: -1.968 2.750 -0.689
C: 0.159 0.135 0.147
H: 0.991 -3.143 0.737
H: 1.922 1.491 0.475
H: 0.667 3.263 0.003
H: 2.137 -2.102 0.437
H: -1.178 -2.575 -0.589

Here are the Mulliken charges for atoms 1 to 8, given in e:
1 N 0.322
2 N -0.423
3 N -0.662
4 N 0.427
5 N 0.092
6 C 0.314
7 C -0.217
8 C -0.275

=====

(3)
Computed, not measured: one molecule with the formula C5H5N5O at a distorted geometry, with wB97M-V/def2-TZVPD.

Charge: 0
F_max (eV/A): 1.3
Kohn-Sham gap (eV): 9.7009

Geometry (Å):
O: -0.166 1.698 -0.253
N: 0.008 -1.035 0.382
N: -0.376 -2.532 1.922
N: -0.518 -0.361 1.419
N: 1.356 -2.032 -2.577
N: 0.332 0.799 -1.136
C: 0.083 -2.355 0.717
C: -0.153 3.006 -0.790
C: 0.396 -0.431 -0.815
C: 0.930 -1.311 -1.798
C: -0.733 -1.285 2.314
H: 0.867 3.325 -1.020
H: 0.467 -3.112 0.065
H: -0.763 3.065 -1.694
H: -1.155 -1.073 3.274
H: -0.575 3.634 -0.009

Here are the Mulliken charges for atoms 1 to 8, given in e:
1 O -0.068
2 N 0.634
3 N -0.589
4 N -0.924
5 N -0.398
6 N -0.458
7 C 0.094
8 C -0.497

=====

(4)
Computed, not measured: one molecule with the formula C5H5NO, with wB97M-V/def2-TZVPD.

Charge: 0
F_max (eV/A): 0.6
Kohn-Sham gap (eV): 10.1282

Geometry (Å):
O: 0.276 0.511 1.968
N: -1.862 0.827 0.080
C: -1.425 -0.389 -0.586
C: 1.797 -0.133 0.303
C: 2.768 -0.696 -0.135
C: -0.468 0.711 -0.289
C: 0.531 0.407 0.786
H: -1.774 -0.520 -1.606
H: -1.326 -1.307 -0.009
H: -0.124 1.358 -1.094
H: -1.952 0.675 1.083
H: 3.631 -1.204 -0.509

Here are the Mulliken charges for atoms 1 to 8, given in e:
1 O -0.522
2 N -0.612
3 C -0.492
4 C -0.348
5 C 0.243
6 C -0.021
7 C 0.153
8 H 0.270